w.
Entry from the OMol25 dataset: an isolated ion of composition C5H10NS and charge +1 (ωB97M-V/def2-TZVPD).

**Kohn-Sham gap (alpha / beta)**: 7.43 / 5.24 eV

Structure (ORCA input):
```
! RIJCOSX wB97M-V def2-TZVPD def2/J DEFGRID3
* xyz 1 1
C -1.021 1.704 -0.045
H 0.459 -0.938 1.716
H -0.973 -0.893 -1.103
C 2.029 -0.092 -1.099
H -0.538 1.562 -0.969
H -1.520 -1.650 0.484
H 0.813 -2.061 0.259
C -1.052 -0.834 0.034
H 1.605 0.742 -1.795
N 1.251 0.010 0.151
H -1.506 0.532 1.699
H 2.110 -1.006 -1.662
S 2.853 0.282 0.359
H -2.590 0.584 0.369
C -1.530 0.539 0.687
H -0.761 2.581 0.332
C 0.371 -1.062 0.584
*
```

Results of the natural (NBO) charge analysis, in e, for atoms 1 through 6: number 1, C, carries 0.10; number 2, H, carries 0.22; number 3, H, carries 0.24; number 4, C, carries -0.39; number 5, H, carries 0.19; number 6, H, carries 0.24



x.
Entry from the OMol25 dataset: an isolated ion of composition C5H10NS and charge +1 (ωB97M-V/def2-TZVPD).

**Kohn-Sham gap**: 6.29 eV

Structure (ORCA input):
```
! RIJCOSX wB97M-V def2-TZVPD def2/J DEFGRID3
* xyz 1 1
H 2.578 -0.007 0.351
H 1.722 -0.077 -1.228
H -1.123 0.438 1.504
H 1.005 2.257 0.993
C -1.056 0.028 0.520
S -0.189 -2.298 1.554
H 0.018 -2.862 -0.780
C -0.635 -2.326 -0.126
C -0.505 1.201 -0.313
C 0.944 1.618 0.033
H -1.290 2.085 -0.366
H -1.779 -2.434 -0.456
H -0.501 0.807 -1.302
H 1.166 2.421 -0.609
C 1.831 0.520 -0.364
H -2.016 -0.290 0.235
N -0.172 -1.082 0.354
*
```

Results of the natural (NBO) charge analysis, in e, for atoms 1 through 6: number 1, H, carries 0.24; number 2, H, carries 0.22; number 3, H, carries 0.22; number 4, H, carries 0.28; number 5, C, carries -0.25; number 6, S, carries 0.41



Short version: w is the least stable of them.



w.
Entry from the OMol25 dataset: one molecule with the formula C2H3ClFNS (ωB97M-V/def2-TZVPD).

**Kohn-Sham gap**: 9.57 eV
**SMILES**: F[C@@H](Cl)/C=N\S

Structure (ORCA input):
```
! RIJCOSX wB97M-V def2-TZVPD def2/J DEFGRID3
* xyz 0 1
S -1.908 0.760 0.286
H 0.403 -1.563 -0.870
H 0.899 0.139 1.457
C 0.101 -0.667 -0.336
Cl 1.308 1.733 -0.248
H -3.081 0.612 -0.363
N -1.188 -0.496 -0.549
F 2.330 -0.614 0.242
C 1.137 0.096 0.380
*
```

Results of the natural (NBO) charge analysis, in e, for atoms 1 through 6: number 1, S, carries 0.19; number 2, H, carries 0.21; number 3, H, carries 0.20; number 4, C, carries 0.00; number 5, Cl, carries 0.00; number 6, H, carries 0.12



x.
Entry from the OMol25 dataset: C2H3ClFNS as an isolated structure (ωB97M-V/def2-TZVPD).

**Kohn-Sham gap**: 8.60 eV

Structure (ORCA input):
```
! RIJCOSX wB97M-V def2-TZVPD def2/J DEFGRID3
* xyz 0 1
H 0.331 1.291 -2.065
N -0.465 0.655 -1.238
C 0.115 -0.760 0.824
Cl -1.558 -0.789 1.417
S 1.171 1.674 0.820
H -0.977 -0.148 -1.468
F 0.454 -1.771 -0.047
H 0.762 -0.711 1.677
C 0.166 0.560 0.080
*
```

Results of the natural (NBO) charge analysis, in e, for atoms 1 through 6: number 1, H, carries 0.45; number 2, N, carries -0.82; number 3, C, carries 0.12; number 4, Cl, carries -0.03; number 5, S, carries -0.05; number 6, H, carries 0.39



Short version: x is the least stable of them.



w.
Entry from the OMol25 dataset: an isolated ion of composition C5H9IN and charge +1 (ωB97M-V/def2-TZVPD).

**Kohn-Sham gap**: 9.24 eV
**SMILES**: CCC(C)=[N+]=CI

Structure (ORCA input):
```
! RIJCOSX wB97M-V def2-TZVPD def2/J DEFGRID3
* xyz 1 1
C 0.772 0.841 0.270
H 0.339 -2.564 -0.650
H 1.554 -2.240 0.536
H 1.788 -1.589 -1.026
H 0.177 1.313 1.151
H -0.677 1.247 -1.319
H 1.895 1.010 0.544
C 0.315 1.470 -1.036
H -2.351 -0.225 2.284
N -0.751 -0.685 0.950
C -1.983 -0.325 1.305
H 0.052 2.563 -0.893
C 1.014 -1.793 -0.324
C 0.344 -0.646 0.305
H 0.878 1.394 -1.952
I -3.365 0.227 -0.143
*
```

Results of the natural (NBO) charge analysis, in e, for atoms 1 through 6: number 1, C, carries -0.45; number 2, H, carries 0.27; number 3, H, carries 0.29; number 4, H, carries 0.27; number 5, H, carries 0.23; number 6, H, carries 0.22



x.
Entry from the OMol25 dataset: an isolated ion of composition C5H9IN and charge +1 (ωB97M-V/def2-TZVPD).

**Kohn-Sham gap (alpha / beta)**: 8.48 / 8.48 eV

Structure (ORCA input):
```
! RIJCOSX wB97M-V def2-TZVPD def2/J DEFGRID3
* xyz 1 1
C -1.486 -1.171 0.821
H 0.588 0.595 -1.384
C -0.639 1.529 0.010
N -0.502 -0.940 -0.240
H 0.710 -2.466 0.970
H -2.127 1.567 1.715
H -0.682 -1.646 -0.995
H -0.774 2.501 -0.460
C -1.848 1.126 0.801
H 1.271 -0.691 0.927
H -1.012 0.487 -1.696
C 0.788 -1.581 0.379
H 0.227 1.678 0.622
H 1.436 -1.847 -0.413
C -0.335 0.339 -0.960
I -3.213 -0.051 -0.080
*
```

Results of the natural (NBO) charge analysis, in e, for atoms 1 through 6: number 1, C, carries -0.06; number 2, H, carries 0.25; number 3, C, carries -0.48; number 4, N, carries -0.53; number 5, H, carries 0.27; number 6, H, carries 0.25



Short version: x is the least stable of them.



w.
Entry from the OMol25 dataset: one molecule with the formula C9H11N3O2 (ωB97M-V/def2-TZVPD).

**Kohn-Sham gap**: 9.03 eV
**SMILES**: NN(c1ccccc1)[C@H]1OCC=NO1

Structure (ORCA input):
```
! RIJCOSX wB97M-V def2-TZVPD def2/J DEFGRID3
* xyz 0 1
H -3.935 0.836 1.043
C -2.939 1.239 0.946
H -3.500 3.103 -0.094
C -0.634 0.761 0.775
H -2.220 -0.642 1.188
H -0.203 -0.783 2.661
H -1.345 3.750 -0.700
O 0.322 -1.853 -0.810
C 2.241 -2.571 -1.531
C -2.743 2.467 0.202
N 0.418 -0.132 0.951
C -1.499 2.775 -0.289
C 2.846 -1.228 -1.402
H 0.829 0.240 -0.932
H -0.144 -1.998 1.613
C -1.901 0.354 1.085
N 1.023 -2.849 -1.346
C 1.102 -0.466 -0.189
N 0.355 -1.132 1.976
H 2.881 -3.543 -1.638
C -0.385 1.970 0.093
O 2.418 -0.698 -0.145
H 3.932 -1.293 -1.280
H 0.629 2.308 -0.003
H 2.453 -0.614 -2.173
*
```

Results of the natural (NBO) charge analysis, in e, for atoms 1 through 6: number 1, H, carries 0.21; number 2, C, carries -0.17; number 3, H, carries 0.21; number 4, C, carries 0.15; number 5, H, carries 0.23; number 6, H, carries 0.35



x.
Entry from the OMol25 dataset: one molecule with the formula C9H11N3O2 (ωB97M-V/def2-TZVPD).

**Kohn-Sham gap (alpha / beta)**: 8.97 / 8.97 eV
**SMILES**: [O-][N+]1=NN=CC[C@H]1[C@@]1(O)C=CC=CC1

Structure (ORCA input):
```
! RIJCOSX wB97M-V def2-TZVPD def2/J DEFGRID3
* xyz 0 1
H 0.695 0.259 1.449
C 1.984 -1.839 -0.244
C 0.083 0.273 -0.487
H -0.239 -1.464 -1.094
C 2.274 -0.719 -1.110
H 0.116 2.308 0.265
H 0.789 -2.422 1.375
H 2.640 -2.823 -0.299
H 1.602 1.372 -1.672
C -1.950 1.480 0.384
C -0.514 1.618 -0.319
H -2.146 2.397 0.734
C 1.426 0.300 -1.164
N -1.961 1.963 -2.340
C -2.947 0.898 -0.578
N -0.872 2.220 -1.797
C 1.056 -1.712 0.723
H -0.697 -0.777 1.322
H -2.000 0.814 1.201
O -0.095 3.062 -2.241
N -2.836 1.097 -1.835
H 3.281 -0.681 -1.695
H -3.722 0.110 -0.210
C 0.238 -0.458 0.848
O -0.748 -0.583 -1.324
*
```

Results of the natural (NBO) charge analysis, in e, for atoms 1 through 6: number 1, H, carries 0.23; number 2, C, carries -0.23; number 3, C, carries 0.16; number 4, H, carries 0.48; number 5, C, carries -0.26; number 6, H, carries 0.25



Short version: x is the least stable of them.



w.
Entry from the OMol25 dataset: a 2-piece molecular cluster, C3HO3S overall (ωB97M-V/def2-TZVPD).

**Kohn-Sham gap**: 6.03 eV

Structure (ORCA input):
```
! RIJCOSX wB97M-V def2-TZVPD def2/J DEFGRID3
* xyz -1 1
C 1.309 -0.200 -0.914
C -2.344 0.933 1.026
C 2.049 -1.046 -0.302
H 1.611 0.509 -1.800
O -2.019 0.233 1.828
O -2.809 1.606 0.258
O 2.628 -1.857 0.340
S -0.425 -0.178 -0.435
*
```

Results of the natural (NBO) charge analysis, in e, for atoms 1 through 6: number 1, C, carries -0.66; number 2, C, carries 1.03; number 3, C, carries 0.63; number 4, H, carries 0.23; number 5, O, carries -0.51; number 6, O, carries -0.54



x.
Entry from the OMol25 dataset: a 2-piece molecular cluster, C3HO3S overall (ωB97M-V/def2-TZVPD).

**Kohn-Sham gap**: 6.97 eV

Structure (ORCA input):
```
! RIJCOSX wB97M-V def2-TZVPD def2/J DEFGRID3
* xyz -1 1
H 0.782 -1.190 0.981
C 0.977 0.883 0.506
S 1.796 0.048 -0.940
C 0.480 -0.391 0.206
C -1.504 -0.492 -0.461
O -1.232 -0.685 -1.573
O -2.239 -0.221 0.414
O 0.940 2.046 0.867
*
```

Results of the natural (NBO) charge analysis, in e, for atoms 1 through 6: number 1, H, carries 0.21; number 2, C, carries 0.50; number 3, S, carries -0.17; number 4, C, carries -0.68; number 5, C, carries 0.98; number 6, O, carries -0.61



Short version: x is the least stable of them.



w.
Entry from the OMol25 dataset: a 2-piece molecular cluster, C3H8O2S2 overall (ωB97M-V/def2-TZVPD).

**Kohn-Sham gap (alpha / beta)**: 7.14 / 8.39 eV

Structure (ORCA input):
```
! RIJCOSX wB97M-V def2-TZVPD def2/J DEFGRID3
* xyz 0 1
H -2.579 1.467 1.394
O -2.717 0.155 -1.105
S 1.131 1.153 -0.866
H 1.771 0.759 1.771
H 3.258 -0.165 -0.467
H -0.596 1.335 0.971
H -1.494 0.505 2.229
H 0.746 -0.757 1.542
C 1.813 -0.307 1.349
H 1.671 -1.063 -0.736
S -1.949 -0.376 -0.001
O 0.670 1.940 0.243
H 2.513 -0.868 2.013
C -1.705 0.877 1.244
C 2.156 -0.234 -0.149
*
```

Results of the natural (NBO) charge analysis, in e, for atoms 1 through 6: number 1, H, carries 0.25; number 2, O, carries -0.83; number 3, S, carries 0.97; number 4, H, carries 0.24; number 5, H, carries 0.24; number 6, H, carries 0.30



x.
Entry from the OMol25 dataset: a 2-piece molecular cluster, C3H8O2S2 overall (ωB97M-V/def2-TZVPD).

**Kohn-Sham gap**: 8.80 eV
**SMILES**: O=CCCSS.O

Structure (ORCA input):
```
! RIJCOSX wB97M-V def2-TZVPD def2/J DEFGRID3
* xyz 0 1
H 0.981 0.685 -0.156
H -1.865 0.549 0.838
C 0.109 0.029 1.759
O -2.951 -0.566 -4.920
C 1.267 0.121 0.741
S 2.785 0.779 1.432
H -0.331 -0.957 1.732
C -0.956 1.001 1.271
S 4.076 -0.936 1.290
O -0.885 2.192 1.388
H -3.456 -0.132 -4.251
H 1.487 -0.824 0.240
H 0.288 0.511 2.722
H -3.593 -0.743 -5.618
H 3.044 -1.710 1.533
*
```

Results of the natural (NBO) charge analysis, in e, for atoms 1 through 6: number 1, H, carries 0.24; number 2, H, carries 0.10; number 3, C, carries -0.54; number 4, O, carries -0.93; number 5, C, carries -0.57; number 6, S, carries 0.12



Short version: w is the least stable of them.